Record 1
Entry from the Open Molecules 2025 dataset: a molecular structure, C26H40Cl3N4O3ScSi (ωB97M-V/def2-TZVPD).

Its net charge is 0. The value obtained for the calculated total energy is -3890.3735 Ha.

Structure (XYZ):
```
78
C26H40Cl3N4O3ScSi (ωB97M-V/def2-TZVPD)
C -1.795 -2.234 -3.782
C -1.152 -2.876 -2.569
H -2.094 -3.007 -4.493
H -1.137 -1.518 -4.300
H -2.700 -1.711 -3.457
C -0.698 -4.200 -2.564
C -0.296 -4.900 -3.780
H -0.608 -4.674 -1.599
H 0.160 -4.206 -4.509
H -1.151 -5.387 -4.272
H 0.432 -5.682 -3.542
Sc 0.491 1.863 0.695
Cl -1.929 1.628 0.427
Cl 1.602 3.954 0.175
H 1.155 5.614 4.344
H -1.165 6.574 3.822
C 1.162 5.022 3.421
C -0.997 6.120 2.838
N -0.221 4.896 2.959
H 1.546 4.017 3.602
C -0.693 3.747 2.507
O 0.012 2.689 2.494
H -1.967 5.874 2.399
H -1.714 3.754 2.095
H 1.768 5.504 2.641
H -0.500 6.862 2.197
H 1.836 -1.060 -2.917
H 2.341 -3.475 -1.182
C 2.765 -0.859 -2.360
C 3.114 -2.769 -0.846
N 2.678 -1.384 -1.002
H 2.963 0.215 -2.365
C 2.333 -0.705 0.098
O 2.183 0.551 0.200
H 3.327 -2.953 0.213
H 2.208 -1.334 0.987
H 3.574 -1.401 -2.862
H 4.021 -2.942 -1.436
O -0.273 -1.901 -1.932
C -1.449 -2.196 -1.158
C -0.017 -3.175 0.721
C -1.275 -2.865 0.149
H 0.893 -2.782 0.246
C 0.088 -3.942 1.880
H -2.228 -1.423 -1.170
C -2.427 -3.234 0.896
H 1.078 -4.188 2.279
C -1.062 -4.406 2.517
C -2.321 -4.023 2.044
H -3.408 -2.924 0.524
H -0.972 -5.055 3.387
H -3.233 -4.351 2.561
Si -0.481 2.839 -2.920
Cl 0.354 1.160 -1.640
C 1.079 3.625 -3.605
C -1.371 4.029 -1.733
C -1.625 2.296 -4.277
H 1.894 2.900 -3.683
H 1.428 4.459 -2.976
H 0.878 4.007 -4.616
H -1.046 1.861 -5.102
H -2.171 3.183 -4.653
H -2.346 1.563 -3.896
H -2.163 3.495 -1.184
H -1.837 4.855 -2.314
H -0.677 4.465 -0.981
N 3.281 -0.695 5.816
C 2.312 -0.686 5.159
C 1.138 -0.652 4.316
C -0.103 -1.131 4.757
C -1.192 -1.051 3.892
C -1.005 -0.474 2.634
N 0.178 0.011 2.232
C 1.241 -0.113 3.034
H -0.198 -1.550 5.762
H -2.181 -1.417 4.168
H -1.837 -0.359 1.943
H 2.202 0.232 2.646
```

Just the Löwdin charges please, in e? Sure, here they are: C -0.026; C -0.484; H 0.072; H 0.074; H 0.070; C -0.229; C -0.216; H 0.052; H 0.058; H 0.045; H 0.053; Sc 0.373; Cl 0.135; Cl 0.074; H 0.101; H 0.098; C -0.029; C -0.023; N -0.158; H 0.091; C -0.295; O -0.218; H 0.096; H 0.122; H 0.078; H 0.106; H 0.085; H 0.099; C -0.042; C -0.033; N -0.133; H 0.079; C -0.269; O -0.228; H 0.096; H 0.124; H 0.092; H 0.097; O -0.142; C -0.202; C -0.048; C -0.178; H 0.066; C -0.101; H 0.125; C -0.041; H 0.100; C -0.126; C -0.107; H 0.114; H 0.093; H 0.101; Si 0.363; Cl 0.439; C -0.208; C -0.256; C -0.189; H 0.025; H 0.026; H 0.036; H 0.040; H 0.050; H 0.038; H -0.041; H 0.044; H -0.030; N 0.159; C -0.164; C -0.192; C 0.014; C -0.010; C -0.124; N 0.000; C -0.095; H 0.132; H 0.123; H 0.056; H 0.127

=====

Record 2
Entry from the Open Molecules 2025 dataset: a molecular structure, C26H40N4O3RuS2Si4 (ωB97M-V/def2-TZVPD).

Its multiplicity is 2. Its net charge is -1. The value obtained for the calculated total energy is -3508.9128 Ha.

Structure (XYZ):
```
80
C26H40N4O3RuS2Si4 (ωB97M-V/def2-TZVPD)
Ru -0.460 1.667 -0.340
C 4.137 2.094 -3.396
C 2.939 1.394 -3.488
C 2.127 1.250 -2.381
C 2.481 1.770 -1.143
C 3.653 2.520 -1.069
C 4.471 2.673 -2.184
N 1.586 1.561 -0.044
C 1.975 1.706 1.220
C 3.324 1.582 1.726
C 3.582 1.746 3.048
C 2.554 2.029 3.998
C 1.265 2.062 3.574
C 0.978 1.872 2.203
N -0.286 1.824 1.676
N -1.276 1.990 2.446
C -2.475 1.932 1.730
C -3.642 2.297 2.388
C -4.813 2.369 1.662
C -4.784 2.069 0.307
C -3.589 1.677 -0.259
N -2.455 1.569 0.444
H 4.774 2.219 -4.262
H 2.621 0.972 -4.435
H 1.172 0.764 -2.470
H 3.909 3.055 -0.169
H 5.371 3.270 -2.096
H 4.117 1.299 1.054
H 4.604 1.644 3.394
H 2.797 2.173 5.041
H 0.442 2.222 4.257
H -3.585 2.550 3.437
H -5.734 2.681 2.140
H -5.670 2.133 -0.308
H -3.513 1.435 -1.306
O -1.492 3.830 -0.352
S -0.814 3.925 -1.685
O 0.628 3.778 -1.462
O -1.234 5.035 -2.496
S -1.297 2.049 -2.519
C -1.109 -1.108 3.220
Si -0.108 -1.797 1.783
C 1.711 -1.702 2.263
C -0.545 -3.627 1.787
Si -0.434 -0.744 -0.318
Si 1.214 -1.912 -1.527
C 0.872 -1.708 -3.376
C 2.984 -1.395 -1.119
C 1.252 -3.782 -1.308
Si -2.480 -1.773 -0.866
C -3.751 -1.635 0.519
C -3.175 -1.028 -2.453
C -2.392 -3.608 -1.267
H -0.763 -1.541 4.165
H -2.170 -1.352 3.102
H -1.030 -0.026 3.308
H 1.857 -1.889 3.334
H 2.131 -0.720 2.040
H 2.296 -2.442 1.707
H -0.064 -4.100 2.650
H -0.212 -4.148 0.892
H -1.625 -3.775 1.880
H 0.462 -0.729 -3.626
H 0.136 -2.455 -3.697
H 1.782 -1.852 -3.968
H 3.022 -0.533 -0.451
H 3.529 -1.123 -2.028
H 3.510 -2.220 -0.628
H 0.275 -4.257 -1.414
H 1.668 -4.069 -0.339
H 1.912 -4.187 -2.084
H -3.665 -0.708 1.089
H -3.630 -2.465 1.222
H -4.766 -1.683 0.109
H -2.995 0.044 -2.514
H -4.251 -1.204 -2.572
H -2.662 -1.478 -3.310
H -1.953 -4.204 -0.468
H -1.814 -3.784 -2.179
H -3.411 -3.976 -1.440
```

Just the Löwdin charges please, in e? Sure, here they are: Ru 0.885; C -0.103; C -0.076; C -0.118; C -0.295; C -0.040; C -0.089; N -0.058; C -0.251; C -0.046; C -0.083; C -0.098; C -0.027; C -0.215; N -0.100; N 0.080; C -0.329; C -0.003; C -0.059; C -0.046; C -0.160; N -0.033; H 0.091; H 0.106; H 0.008; H 0.105; H 0.095; H 0.105; H 0.101; H 0.092; H 0.106; H 0.112; H 0.105; H 0.107; H 0.042; O -0.449; S 0.124; O -0.419; O -0.370; S 0.342; C -0.211; Si 0.342; C -0.205; C -0.220; Si 0.386; Si 0.358; C -0.225; C -0.202; C -0.226; Si 0.336; C -0.216; C -0.233; C -0.223; H 0.031; H 0.017; H -0.013; H 0.032; H -0.001; H 0.021; H 0.034; H -0.008; H 0.019; H 0.009; H 0.021; H 0.030; H 0.002; H 0.032; H 0.026; H 0.002; H 0.017; H 0.034; H 0.000; H 0.019; H 0.030; H -0.066; H 0.031; H 0.028; H 0.001; H 0.018; H 0.033

=====

Record 3
Entry from the Open Molecules 2025 dataset: a molecular structure, C26H41BBrClN7O4SbTl (ωB97M-V/def2-TZVPD).

Its net charge is +1. The value obtained for the calculated total energy is -5171.0020 Ha.

Structure (XYZ):
```
83
C26H41BBrClN7O4SbTl (ωB97M-V/def2-TZVPD)
Tl -0.155 0.663 -0.328
C 1.717 3.252 -2.481
C 2.394 2.690 -1.283
C 3.675 2.993 -0.834
C 3.872 2.216 0.293
C 5.067 2.150 1.174
N 2.758 1.492 0.497
N 1.848 1.785 -0.475
B 2.490 0.473 1.623
N 1.294 0.942 2.469
N 0.063 1.153 1.926
C -0.737 1.591 2.909
C -2.158 1.957 2.708
C -0.006 1.674 4.090
C 1.268 1.256 3.775
C 2.455 1.146 4.660
N 2.240 -0.934 1.031
N 1.333 -1.134 0.045
C 1.435 -2.406 -0.345
C 0.612 -2.974 -1.450
C 2.429 -3.038 0.395
C 2.917 -2.071 1.255
C 3.998 -2.188 2.268
H 2.290 4.104 -2.842
H 1.672 2.521 -3.288
H 0.702 3.580 -2.262
H 4.361 3.690 -1.268
H 5.826 2.831 0.799
H 4.826 2.437 2.194
H 5.490 1.147 1.199
H 3.442 0.413 2.325
H -2.507 1.693 1.719
H -2.785 1.474 3.458
H -2.288 3.034 2.805
H -0.359 2.001 5.047
H 2.179 1.438 5.670
H 2.839 0.129 4.690
H 3.261 1.795 4.325
H -0.282 -2.377 -1.639
H 1.184 -3.008 -2.378
H 0.307 -3.995 -1.220
H 2.755 -4.054 0.316
H 4.340 -3.218 2.313
H 4.846 -1.556 2.015
H 3.650 -1.899 3.256
O -2.733 3.724 -2.491
Cl -2.453 2.921 -1.364
O -2.757 3.555 -0.130
O -0.997 2.588 -1.396
O -3.133 1.645 -1.453
Br 1.041 -0.483 -7.175
C 0.702 -0.187 -5.356
C -0.564 0.199 -4.934
C -0.765 0.414 -3.582
N 0.205 0.254 -2.681
C 1.417 -0.116 -3.093
C 1.717 -0.347 -4.422
H -1.370 0.345 -5.636
H -1.722 0.739 -3.207
H 2.168 -0.214 -2.324
H 2.712 -0.635 -4.719
C -5.111 0.548 0.573
C -4.184 -0.526 1.107
Sb -2.439 -0.981 -0.030
C -3.254 -1.624 -1.889
C -4.394 -2.620 -1.760
C -1.738 -2.710 1.021
C -2.804 -3.581 1.666
H -5.971 0.638 1.234
H -5.481 0.298 -0.418
H -4.631 1.517 0.504
H -4.687 -1.494 1.134
H -3.849 -0.314 2.120
H -2.434 -2.032 -2.482
H -3.579 -0.707 -2.374
H -4.057 -3.570 -1.351
H -4.826 -2.823 -2.738
H -5.193 -2.242 -1.128
H -1.051 -2.322 1.776
H -1.130 -3.279 0.315
H -3.399 -3.027 2.387
H -2.334 -4.402 2.204
H -3.481 -4.016 0.935
```

Just the Löwdin charges please, in e? Sure, here they are: Tl 0.842; C -0.004; C -0.307; C 0.041; C -0.248; C -0.005; N 0.045; N 0.026; B -0.507; N 0.036; N 0.015; C -0.307; C -0.016; C 0.038; C -0.252; C -0.003; N 0.043; N 0.011; C -0.339; C -0.033; C 0.040; C -0.251; C -0.003; H 0.093; H 0.073; H 0.067; H 0.119; H 0.089; H 0.083; H 0.085; H 0.112; H 0.025; H 0.094; H 0.102; H 0.121; H 0.090; H 0.081; H 0.084; H 0.033; H 0.090; H 0.092; H 0.119; H 0.089; H 0.087; H 0.082; O -0.253; Cl 0.687; O -0.280; O -0.466; O -0.425; Br 0.828; C -0.673; C -0.063; C -0.104; N -0.013; C -0.144; C -0.078; H 0.117; H 0.095; H 0.116; H 0.115; C -0.157; C -0.386; Sb 1.504; C -0.392; C -0.155; C -0.388; C -0.162; H 0.086; H 0.073; H 0.048; H 0.051; H 0.050; H 0.048; H 0.045; H 0.065; H 0.082; H 0.064; H 0.059; H 0.030; H 0.065; H 0.080; H 0.062

=====

Record 4
Entry from the Open Molecules 2025 dataset: a molecular structure, C26H41Br3Cl3LiN3NaO18P3S (ωB97M-V/def2-TZVPD).

Its net charge is +1. The value obtained for the calculated total energy is -13228.0954 Ha.

Structure (XYZ):
```
100
C26H41Br3Cl3LiN3NaO18P3S (ωB97M-V/def2-TZVPD)
C -4.261 -4.009 1.623
P -2.438 -3.687 2.156
O -1.512 -4.496 0.964
C -2.158 -1.804 2.099
C -0.859 -1.188 1.933
P 0.720 -2.227 1.718
O 2.071 -1.140 1.813
O 0.833 -2.908 0.133
S 0.961 -3.534 3.129
C -0.772 0.429 1.897
O 0.184 1.094 2.399
C -2.031 1.143 1.171
C -1.786 2.453 0.343
C -0.362 3.168 0.170
C 0.023 4.233 1.336
C -1.175 4.496 2.403
Cl -0.648 5.785 3.635
C -3.075 3.051 -0.377
Cl -2.792 4.559 -1.412
C -4.490 2.370 -0.236
C -5.685 3.057 -1.053
C -6.007 2.224 -2.422
O -5.554 0.845 -2.359
C -6.442 -0.050 -3.017
O -6.076 -1.244 -3.215
C -4.727 1.047 0.628
P -6.384 0.172 0.807
O -6.909 0.135 2.267
O -6.130 -1.429 0.207
O -7.641 0.822 -0.137
C -3.459 0.458 1.326
C -3.485 -0.879 2.234
O -4.414 -1.189 3.016
H -4.519 -3.168 0.891
H -4.943 -3.957 2.547
H -4.347 -5.003 1.054
H -1.549 -4.040 0.085
H 1.881 -0.417 1.165
H 1.337 -2.234 -0.421
H -0.232 3.645 -0.875
H 0.438 2.330 0.212
H 0.374 5.228 0.866
H 0.913 3.850 1.963
H -2.043 4.914 1.801
H -1.432 3.533 2.948
H -5.469 4.130 -1.397
H -6.634 3.127 -0.398
H -5.364 2.739 -3.239
H -7.098 2.347 -2.754
H -7.479 0.297 -3.373
H -7.047 -1.709 -0.064
H -8.172 1.386 0.486
C 1.547 -7.987 2.694
O 1.605 -7.805 3.901
N 0.993 -7.089 1.844
N 2.034 -9.105 2.099
H 0.936 -7.220 0.851
H 0.620 -6.242 2.247
H 2.454 -9.798 2.698
H 1.996 -9.274 1.110
C 6.729 -0.541 -0.410
C 5.499 -0.226 -1.232
C 4.617 0.815 -0.613
O 3.325 0.459 -1.102
C 3.345 -0.882 -1.340
O 2.353 -1.550 -1.557
O 4.630 -1.362 -1.300
H 7.365 -1.254 -0.940
H 7.312 0.359 -0.205
H 6.457 -1.013 0.539
H 5.784 0.047 -2.254
H 4.885 1.825 -0.927
H 4.597 0.776 0.481
Na -3.299 6.043 0.252
C -0.516 10.681 -0.053
N -1.392 9.516 0.239
O -0.995 8.411 -0.105
O -2.448 9.747 0.804
H 0.383 10.327 -0.554
H -1.076 11.359 -0.697
H -0.268 11.153 0.897
Cl -5.398 3.327 1.823
Li -2.946 2.183 3.479
C 3.923 -4.954 -2.385
Br 3.870 -4.794 -4.318
Br 3.996 -3.216 -1.512
Br 2.456 -6.033 -1.708
H 4.847 -5.476 -2.134
C 8.687 2.349 -4.000
C 9.345 0.983 -4.019
O 8.537 0.039 -3.324
H 8.534 2.687 -2.972
H 9.300 3.085 -4.526
H 7.701 2.310 -4.474
H 10.319 1.022 -3.526
H 9.491 0.633 -5.045
H 7.681 0.005 -3.771
O -0.456 -11.346 2.659
H -1.396 -11.266 2.861
H -0.100 -10.469 2.854
```

Löwdin population analysis, charges in e, atoms 1 to 99: C -0.257; P 0.929; O -0.369; C -0.245; C -0.198; P 0.351; O -0.260; O -0.269; S 0.353; C -0.274; O 0.018; C -0.051; C -0.102; C -0.156; C -0.211; C -0.542; Cl 0.529; C -0.421; Cl 0.675; C -0.286; C -0.204; C -0.173; O -0.097; C -0.235; O 0.033; C -0.203; P 0.664; O -0.329; O -0.177; O -0.188; C -0.054; C -0.294; O 0.062; H 0.018; H 0.063; H 0.064; H 0.069; H 0.040; H 0.012; H 0.108; H 0.117; H 0.119; H 0.120; H 0.035; H 0.038; H 0.093; H 0.074; H 0.137; H 0.135; H 0.167; H 0.101; H 0.105; C -0.709; O 0.020; N 0.163; N 0.148; H 0.066; H 0.046; H 0.112; H 0.099; C -0.002; C -0.307; C -0.086; O 0.073; C -0.585; O -0.047; O -0.332; H 0.094; H 0.100; H 0.102; H 0.157; H 0.148; H 0.148; Na 0.449; C 0.060; N -0.436; O 0.036; O 0.076; H 0.101; H 0.110; H 0.111; Cl 0.075; Li 0.740; C -1.506; Br 0.559; Br 1.076; Br 0.544; H -0.026; C -0.096; C -0.314; O -0.096; H 0.072; H 0.077; H 0.070; H 0.116; H 0.112; H 0.073; O -0.068; H 0.035

=====

Record 5
Entry from the Open Molecules 2025 dataset: a molecular structure, C26H41Br9O13S (ωB97M-V/def2-TZVPD).

Its net charge is 0. The value obtained for the calculated total energy is -25557.5559 Ha.

Structure (XYZ):
```
90
C26H41Br9O13S (ωB97M-V/def2-TZVPD)
O 1.489 0.861 -8.127
C 0.577 1.271 -7.397
O 0.034 2.573 -7.381
C -0.922 2.757 -6.273
C -1.215 1.315 -5.827
C -0.020 0.490 -6.260
H -1.814 3.344 -6.493
H -0.393 3.164 -5.411
H -2.232 1.031 -6.097
H -1.282 1.281 -4.740
H -0.238 -0.505 -6.647
H 0.847 0.540 -5.601
O 4.938 2.778 -3.950
C 4.787 4.008 -4.020
O 3.531 4.535 -4.208
C 3.406 5.940 -4.063
C 4.799 6.278 -3.413
C 5.745 5.096 -3.740
H 2.684 6.231 -3.301
H 3.128 6.451 -4.985
H 4.648 6.158 -2.340
H 5.097 7.295 -3.669
H 6.452 4.824 -2.957
H 6.399 5.226 -4.603
O 1.301 -0.395 3.011
C 1.744 -0.381 1.822
O 3.073 -0.178 1.620
C 3.248 -0.055 0.240
C 1.884 0.171 -0.430
C 0.897 -0.488 0.492
H 3.840 -0.832 -0.243
H 3.890 0.821 0.156
H 1.848 -0.233 -1.442
H 1.634 1.180 -0.757
H 0.894 -1.572 0.384
H -0.081 -0.016 0.586
O -2.762 -6.589 6.595
C -1.688 -6.150 6.319
O -1.426 -5.564 5.064
C -0.045 -5.554 4.719
C 0.625 -5.645 6.029
C -0.472 -5.977 7.086
H 0.362 -4.700 4.179
H 0.165 -6.511 4.240
H 1.124 -4.702 6.249
H 1.392 -6.419 6.031
H -0.537 -5.186 7.833
H -0.281 -6.909 7.618
O -4.915 -1.433 -1.043
C -6.030 -0.963 -0.688
O -6.390 0.218 -1.219
C -7.609 0.744 -0.597
C -8.020 -0.321 0.524
C -7.173 -1.539 0.201
H -8.410 0.897 -1.320
H -7.328 1.757 -0.309
H -9.078 -0.586 0.510
H -7.777 0.019 1.530
H -7.706 -2.276 -0.401
H -6.937 -2.055 1.132
O -3.602 1.689 6.492
S -3.988 1.342 5.134
O -5.276 1.801 4.566
O -2.802 1.661 4.062
C -2.461 3.050 3.979
C -3.487 4.015 3.332
C -3.861 -0.492 5.039
H -1.569 3.272 3.393
H -2.231 3.333 5.007
H -3.849 3.579 2.401
H -3.079 5.020 3.217
H -4.343 3.925 4.000
H -3.093 -0.755 5.767
H -3.508 -0.741 4.038
H -4.865 -0.835 5.286
C 7.392 -5.406 -3.418
Br 6.156 -3.845 -3.450
Br 9.394 -5.018 -3.420
Br 7.061 -6.671 -4.925
H 7.081 -6.045 -2.592
C 7.574 3.738 2.562
Br 8.656 3.144 1.002
Br 6.075 4.972 2.118
Br 8.720 4.280 4.124
H 7.094 2.844 2.960
C -1.338 -5.270 -2.871
Br -2.638 -6.505 -1.983
Br -2.018 -4.775 -4.747
Br 0.350 -6.443 -3.042
H -1.244 -4.384 -2.243
```

Just the Löwdin charges please, in e? Sure, here they are: O 0.082; C -0.417; O -0.009; C -0.126; C -0.171; C -0.084; H 0.123; H 0.115; H 0.113; H 0.106; H 0.132; H 0.138; O 0.080; C -0.437; O -0.001; C -0.148; C -0.122; C -0.082; H 0.115; H 0.121; H 0.108; H 0.111; H 0.127; H 0.129; O 0.037; C -0.390; O 0.036; C -0.182; C -0.172; C -0.056; H 0.126; H 0.125; H 0.110; H 0.116; H 0.127; H 0.127; O 0.143; C -0.463; O -0.004; C -0.188; C -0.163; C -0.072; H 0.131; H 0.125; H 0.113; H 0.113; H 0.134; H 0.130; O 0.043; C -0.415; O 0.005; C -0.098; C -0.137; C -0.082; H 0.111; H 0.116; H 0.108; H 0.108; H 0.123; H 0.121; O -0.296; S 0.668; O -0.319; O -0.263; C -0.273; C -0.069; C -0.088; H 0.115; H 0.109; H 0.079; H 0.082; H 0.052; H 0.067; H 0.066; H 0.068; C -1.462; Br 0.523; Br 0.484; Br 0.492; H -0.039; C -1.500; Br 0.520; Br 0.516; Br 0.507; H -0.046; C -1.359; Br 0.480; Br 0.459; Br 0.439; H -0.021